(1)
{
  "formula": "C19H29ClN3O4S",
  "method": "wB97M-V/def2-TZVPD",
  "e_above_lowest_kcal_mol": 503.9,
  "homo_lumo_gap_ev": 7.94,
  "molar_mass_g_mol": 431.0,
  "total_charge": 1,
  "e_tot_ha": -2063.988158,
  "homo_ev": -11.30,
  "species": ["O", "C", "N", "H", "C", "H", "C", "N", "C", "H", "C", "O", "C", "H", "C", "H", "H", "H", "H", "H", "H", "H", "H", "H", "H", "C", "C", "C", "C", "C", "C", "H", "H", "Cl", "S", "O", "O", "N", "C", "C", "C", "C", "H", "H", "C", "H", "H", "C", "H", "H", "H", "H", "H", "H", "H", "H", "H"],
  "xyz": [[-2.512, -0.591, 0.029], [-1.499, 0.109, 0.398], [-1.706, 1.496, 0.707], [-1.042, 1.882, 1.115], [-3.016, 1.993, 0.199], [-2.902, 3.127, 0.650], [-4.408, 1.594, 1.237], [-4.855, 0.482, 0.370], [-5.746, 0.690, -0.786], [-5.133, 1.229, -1.438], [-6.097, -0.503, -1.273], [-6.807, -1.406, -0.452], [-5.883, -1.902, 0.671], [-6.468, -2.258, 1.496], [-5.558, -0.409, 1.336], [-4.978, -0.613, 2.452], [-6.424, -0.046, 1.842], [-5.016, -2.301, 0.589], [-6.616, -0.477, -2.198], [-5.146, -1.149, -1.519], [-6.657, 1.168, -0.473], [-4.040, 0.013, 0.322], [-4.101, 1.674, 2.183], [-5.145, 2.549, 1.168], [-3.184, 2.269, -0.975], [-0.228, -0.407, 0.642], [0.825, 0.191, 0.824], [2.079, -0.021, 1.071], [2.096, -1.599, 1.325], [1.100, -2.421, 1.076], [-0.150, -1.708, 0.675], [-1.057, -2.472, 0.446], [1.209, -3.412, 1.094], [3.661, -2.370, 1.584], [3.383, 0.909, 1.414], [2.825, 2.467, 1.408], [4.094, 0.558, 2.434], [4.403, 0.788, 0.391], [4.104, 1.552, -1.065], [3.826, 0.713, -2.215], [4.099, -0.975, -1.785], [5.296, -1.308, -1.359], [5.836, -1.749, -2.483], [5.309, -2.390, -0.915], [6.225, -0.265, -1.019], [6.693, 0.402, -1.678], [7.369, -0.895, -0.649], [5.889, 0.143, 0.365], [6.434, 1.206, 0.547], [5.588, -0.374, 1.184], [3.371, -1.036, -1.157], [3.677, -1.440, -2.842], [3.157, 0.842, -2.864], [4.767, 0.725, -2.961], [5.037, 2.168, -1.143], [3.250, 2.164, -0.673], [0.772, 1.391, 0.675]],
  "forces_ev_per_angstrom": [[2.8, 1.8, 0.8], [-5.5, 2.7, -0.2], [-9.0, -9.2, -7.1], [6.9, 5.5, 4.4], [0.2, 6.4, 3.5], [-0.4, -2.2, -1.5], [0.2, 5.5, -9.2], [-5.7, 0.7, 7.0], [1.5, 5.1, 3.3], [0.3, 1.2, -1.5], [1.5, -9.5, -3.5], [1.2, -1.6, 2.2], [-7.0, 8.8, 1.6], [-0.6, -1.1, -0.3], [1.1, -4.6, 3.3], [-0.4, 0.6, -3.5], [-1.1, 1.0, -0.9], [5.5, -3.4, -2.1], [-0.7, 0.4, -0.8], [-1.1, 1.4, -0.2], [0.0, 1.1, 0.5], [4.3, -2.6, -2.4], [1.2, -1.8, 3.8], [1.5, -2.4, -0.3], [0.5, -1.6, 2.9], [-7.4, -5.5, -1.6], [7.1, 14.9, 0.2], [-0.9, -9.5, 1.8], [4.8, 3.4, -0.6], [-4.4, 5.2, -1.4], [-0.3, -9.6, 0.6], [2.1, 2.3, 0.5], [0.1, -3.7, 0.1], [-0.5, 0.3, 0.3], [-8.3, 14.1, -6.2], [1.2, -6.8, -0.1], [6.0, -5.0, 14.6], [3.9, 0.6, -12.1], [0.0, 1.5, 4.3], [10.2, -5.3, 2.3], [-7.8, 4.9, -9.5], [8.6, -7.3, -4.7], [-1.0, 1.0, 2.8], [0.3, 2.4, 0.3], [4.9, -4.1, 5.7], [-0.5, 1.2, -1.0], [-3.0, 1.6, -1.2], [-1.0, 8.4, -1.0], [-0.5, -2.9, 0.5], [1.4, -2.9, 2.3], [-4.6, -1.1, 4.1], [1.1, 0.6, 2.8], [-6.4, 1.1, -4.2], [-1.7, 0.5, 1.5], [-1.1, -0.3, 0.0], [0.9, 0.0, -1.0], [-0.1, -2.2, 0.4]]
}

(2)
{
  "formula": "C35H38FN3NbO3Si",
  "method": "wB97M-V/def2-TZVPD",
  "e_above_lowest_kcal_mol": 24.4,
  "homo_lumo_gap_ev": 5.59,
  "molar_mass_g_mol": 688.7,
  "total_charge": 3,
  "e_tot_ha": -2191.852333,
  "homo_ev": -14.78,
  "species": ["C", "C", "C", "H", "C", "C", "H", "H", "H", "H", "Nb", "C", "H", "H", "H", "Si", "C", "C", "H", "C", "H", "C", "H", "C", "H", "C", "H", "C", "C", "H", "C", "H", "C", "H", "C", "H", "C", "H", "H", "H", "F", "C", "C", "C", "C", "O", "C", "C", "N", "C", "C", "C", "C", "C", "C", "N", "C", "C", "N", "C", "C", "C", "O", "O", "H", "H", "H", "H", "H", "H", "H", "H", "H", "H", "H", "H", "H", "H", "H", "H", "H", "H"],
  "xyz": [[0.266, 2.180, -2.038], [-0.899, 2.160, -2.861], [-2.007, 1.724, -2.072], [-0.941, 2.433, -3.909], [-1.545, 1.530, -0.729], [-0.125, 1.804, -0.708], [0.499, 1.827, 0.177], [1.270, 2.445, -2.361], [-3.026, 1.583, -2.421], [-2.154, 1.289, 0.133], [-0.435, 0.022, -1.940], [-1.183, -2.415, -4.342], [-2.135, -2.284, -3.813], [-0.503, -3.006, -3.728], [-1.426, -3.008, -5.257], [-0.377, -0.613, -4.977], [1.365, -0.725, -5.724], [2.224, 0.394, -5.830], [1.862, 1.414, -5.630], [3.578, 0.205, -6.142], [4.275, 1.047, -6.134], [4.067, -1.080, -6.443], [5.119, -1.233, -6.715], [3.202, -2.182, -6.372], [3.566, -3.202, -6.545], [1.849, -2.008, -6.025], [1.169, -2.869, -5.955], [-1.596, 0.376, -5.990], [-1.097, 1.153, -7.044], [-0.082, 0.983, -7.420], [-1.881, 2.186, -7.569], [-1.522, 2.754, -8.424], [-3.114, 2.513, -6.969], [-3.689, 3.361, -7.330], [-3.598, 1.745, -5.903], [-4.560, 1.993, -5.432], [-2.845, 0.682, -5.405], [-3.192, 0.109, -4.536], [-1.280, -0.599, -3.350], [0.123, 0.620, -4.297], [-3.265, -0.413, 3.825], [-1.917, -0.617, 3.609], [-1.511, -0.797, 2.308], [-0.121, -0.890, 2.027], [0.379, -0.939, 0.703], [-0.492, -1.068, -0.317], [1.754, -0.740, 0.468], [2.609, -0.756, 1.553], [2.170, -0.705, 2.843], [3.076, -0.516, 3.928], [4.480, -0.055, 3.661], [3.486, 0.869, 4.316], [0.799, -0.750, 3.103], [0.347, -0.578, 4.416], [-1.031, -0.544, 4.712], [-1.448, -0.415, 6.044], [-0.787, 0.583, 6.867], [-0.728, 0.136, 8.319], [-2.108, -0.235, 8.717], [-2.790, -1.251, 7.888], [-2.800, -0.731, 6.457], [2.387, -0.628, -0.911], [3.533, -1.003, -1.076], [1.594, -0.118, -1.865], [-2.226, -0.842, 1.492], [3.679, -0.768, 1.392], [2.944, -1.209, 4.765], [5.256, -0.471, 4.308], [4.767, 0.189, 2.635], [3.099, 1.700, 3.715], [3.631, 1.064, 5.381], [1.072, -0.485, 5.223], [-1.329, 1.552, 6.804], [0.228, 0.751, 6.493], [-0.104, -0.748, 8.469], [-0.383, 0.944, 8.971], [-2.110, -0.537, 9.688], [-2.666, 0.614, 8.622], [-3.804, -1.387, 8.269], [-2.231, -2.182, 7.995], [-3.441, 0.174, 6.406], [-3.219, -1.504, 5.805]],
  "forces_ev_per_angstrom": [[-0.7, 1.1, 0.5], [-0.4, 0.6, 0.6], [0.1, 0.5, -0.1], [0.0, -0.2, 0.1], [0.7, 1.0, -0.2], [-1.2, 1.8, -0.2], [0.1, -0.3, -0.2], [-0.3, -0.2, 0.1], [0.3, 0.1, 0.0], [0.1, -0.2, -0.2], [2.8, -3.0, -1.4], [0.4, 0.7, -1.1], [0.2, 0.1, -0.1], [0.1, 0.1, 0.0], [0.4, 0.5, 0.5], [-0.1, -2.1, -2.3], [-0.3, -0.5, 0.0], [0.3, -0.4, 0.3], [0.1, -0.5, 0.0], [-0.2, -0.3, -0.2], [-0.3, -0.2, -0.2], [-0.5, -0.2, 0.3], [-0.5, 0.1, 0.2], [-0.2, 0.0, 0.0], [-0.1, 0.5, -0.1], [0.6, 0.2, 0.1], [0.5, 0.3, -0.1], [0.0, 0.2, 0.9], [-0.3, 0.2, 0.0], [-0.5, 0.0, 0.0], [-0.4, 0.0, 0.4], [-0.1, 0.0, 0.2], [0.5, -0.5, -0.1], [0.1, -0.2, 0.0], [-0.2, 0.1, 0.2], [0.4, -0.1, -0.3], [0.3, 0.2, -0.4], [-0.1, 0.2, -0.4], [-0.9, 1.0, 1.2], [0.2, 0.3, 2.5], [1.5, -0.3, -0.2], [-1.3, 0.2, -0.6], [0.4, -0.2, 0.6], [0.0, 0.1, 0.5], [0.1, 0.4, -0.6], [0.7, 0.0, 0.4], [-0.8, -0.6, -0.2], [-0.4, 0.2, 1.5], [-0.7, -0.4, -2.2], [1.0, -0.4, 1.0], [0.0, 0.2, 0.1], [0.1, 0.6, 0.0], [0.1, 0.4, -0.1], [-0.8, -0.1, 0.1], [0.9, 0.0, 0.3], [0.5, -0.1, -0.8], [0.2, 0.3, 0.0], [0.5, -0.2, -0.4], [-0.4, 0.6, 0.7], [0.1, -0.5, -0.6], [-0.5, 0.0, -0.1], [1.2, -0.9, -0.1], [-1.9, 0.9, 0.1], [-0.5, -0.8, 0.1], [0.0, 0.0, 0.3], [-0.1, 0.0, 0.0], [0.0, 0.0, -0.6], [-0.2, 0.1, -0.5], [0.1, -0.1, 0.6], [0.2, -0.3, 0.3], [-0.2, 0.1, -0.4], [-0.3, -0.1, -0.3], [0.2, -0.3, 0.0], [-0.3, 0.1, 0.3], [0.0, 0.1, -0.1], [-0.1, -0.2, -0.1], [-0.1, 0.2, 0.3], [-0.2, 0.2, 0.5], [0.1, 0.0, 0.0], [-0.1, 0.0, -0.1], [0.0, -0.4, 0.0], [0.0, 0.3, 0.3]]
}

(3)
{
  "formula": "CH3Cl2FSi",
  "method": "wB97M-V/def2-TZVPD",
  "s2": 2.0036,
  "e_above_lowest_kcal_mol": 17.1,
  "homo_lumo_gap_ev": [6.86, 6.35],
  "spin_multiplicity": 3,
  "molar_mass_g_mol": 133.0,
  "e_tot_ha": -1349.545943,
  "homo_ev": [-6.24, -11.34],
  "species": ["C", "F", "Si", "Cl", "Cl", "H", "H", "H"],
  "xyz": [[-0.440, 0.552, 0.850], [-0.934, -0.284, -2.369], [0.448, -0.470, -0.425], [0.640, -2.501, 0.027], [1.986, 0.514, -1.242], [-0.673, 1.548, 0.326], [-1.340, -0.009, 1.211], [0.313, 0.649, 1.622]],
  "forces_ev_per_angstrom": [[-0.1, 0.3, -0.6], [-0.9, 0.3, -1.4], [-1.7, -1.2, 0.1], [0.5, 0.2, 0.5], [1.4, 0.6, -0.1], [0.2, -1.4, 1.1], [0.8, 0.7, -0.3], [-0.2, 0.6, 0.7]]
}

Number 1 is which compound?
C19H29ClN3O4S

Copy entry 3 word for word.
{
  "formula": "CH3Cl2FSi",
  "method": "wB97M-V/def2-TZVPD",
  "s2": 2.0036,
  "e_above_lowest_kcal_mol": 17.1,
  "homo_lumo_gap_ev": [6.86, 6.35],
  "spin_multiplicity": 3,
  "molar_mass_g_mol": 133.0,
  "e_tot_ha": -1349.545943,
  "homo_ev": [-6.24, -11.34],
  "species": ["C", "F", "Si", "Cl", "Cl", "H", "H", "H"],
  "xyz": [[-0.440, 0.552, 0.850], [-0.934, -0.284, -2.369], [0.448, -0.470, -0.425], [0.640, -2.501, 0.027], [1.986, 0.514, -1.242], [-0.673, 1.548, 0.326], [-1.340, -0.009, 1.211], [0.313, 0.649, 1.622]],
  "forces_ev_per_angstrom": [[-0.1, 0.3, -0.6], [-0.9, 0.3, -1.4], [-1.7, -1.2, 0.1], [0.5, 0.2, 0.5], [1.4, 0.6, -0.1], [0.2, -1.4, 1.1], [0.8, 0.7, -0.3], [-0.2, 0.6, 0.7]]
}